Here is a cluster of 5 separate species, C34H79N3O19P5S2 in total at a distorted geometry from the Open Molecules 2025 dataset. Energies are from ωB97M-V/def2-TZVPD.

```
142
C34H79N3O19P5S2 | the Open Molecules 2025 dataset | ωB97M-V/def2-TZVPD
C 0.51 3.28 -0.12
C -0.46 4.33 -0.67
C -1.60 3.75 -1.52
N -2.63 3.18 -0.66
C -2.65 1.71 -0.48
C -2.74 1.53 1.06
C -4.10 1.86 1.69
C -4.17 1.19 3.10
S -5.42 -0.14 3.07
C -4.51 -1.60 3.54
S -4.23 -1.91 5.11
N -4.06 -2.50 2.56
C -2.73 -2.86 2.48
C -2.68 -3.77 1.47
N -3.93 -3.95 0.93
C -4.74 -3.19 1.59
O -1.50 1.00 -0.84
P -1.89 -0.66 -1.20
O -1.74 -0.45 -2.96
C -2.37 -1.45 -3.69
C -2.26 -1.17 -5.20
C -0.04 -1.18 -1.17
C 0.09 -2.71 -1.27
C 0.70 -0.75 0.13
C 2.15 -0.35 -0.16
C 2.70 0.68 0.85
O -3.60 -0.28 -1.18
C -3.82 1.10 -1.27
C -3.90 1.61 -2.71
C -4.97 0.91 -3.58
C -6.08 0.16 -2.83
H 1.49 3.75 -0.03
H 0.23 3.02 0.90
H 0.60 2.40 -0.75
H -0.94 4.81 0.18
H 0.09 5.13 -1.18
H -2.06 4.60 -2.04
H -1.25 3.07 -2.30
H -3.54 3.53 -0.90
H -2.36 0.56 1.38
H -2.04 2.28 1.45
H -4.92 1.48 1.10
H -4.16 2.94 1.86
H -3.20 0.78 3.35
H -4.41 1.92 3.87
H -1.94 -2.49 3.11
H -1.80 -4.29 1.14
H -5.80 -3.08 1.45
H -2.29 -2.02 -1.43
H -1.88 -1.05 0.21
H -1.92 -2.44 -3.54
H -3.44 -1.52 -3.47
H -3.10 -0.61 -5.59
H -2.29 -2.15 -5.70
H -1.29 -0.74 -5.45
H 0.43 -0.76 -2.06
H 0.11 -3.06 -2.30
H 1.03 -3.01 -0.81
H -0.70 -3.22 -0.71
H 0.14 0.01 0.67
H 0.71 -1.64 0.76
H 2.79 -1.24 -0.16
H 2.21 0.08 -1.16
H 2.12 1.59 0.74
H 3.74 0.89 0.60
H 2.62 0.30 1.87
H -4.79 1.38 -0.84
H -4.18 2.67 -2.68
H -2.95 1.57 -3.23
H -4.50 0.27 -4.33
H -5.47 1.69 -4.16
H -5.69 -0.75 -2.38
H -6.52 0.80 -2.07
H -6.84 -0.15 -3.55
C 4.35 4.06 -6.19
O 3.37 3.04 -6.07
P 1.80 3.55 -6.15
O 1.91 4.52 -7.27
O 1.82 4.26 -4.69
C 2.33 3.57 -3.54
O 0.16 3.41 -6.16
C -0.47 2.18 -5.70
H 5.26 3.67 -5.75
H 4.52 4.29 -7.24
H 4.05 4.96 -5.66
H 3.31 3.98 -3.28
H 2.43 2.50 -3.71
H 1.65 3.73 -2.71
H -0.18 1.96 -4.67
H -0.19 1.35 -6.34
H -1.54 2.31 -5.74
C 1.29 -8.04 6.56
O 0.30 -7.02 6.73
P 0.09 -6.05 5.44
O 0.09 -6.89 4.24
O 1.49 -5.23 5.63
C 1.95 -4.86 6.93
O -0.77 -4.73 5.01
C -1.50 -4.01 6.03
H 1.60 -8.34 7.56
H 0.87 -8.89 6.04
H 2.16 -7.66 6.02
H 2.78 -5.51 7.22
H 1.17 -4.93 7.68
H 2.32 -3.83 6.89
H -0.83 -3.68 6.83
H -2.29 -4.64 6.45
H -1.96 -3.14 5.57
C 5.05 -6.42 11.36
O 5.98 -5.86 10.43
P 6.24 -6.74 9.06
O 4.84 -7.13 8.75
O 7.10 -7.87 9.88
C 8.17 -7.49 10.74
O 6.88 -7.27 7.61
C 8.05 -6.62 7.06
H 5.27 -5.97 12.32
H 4.04 -6.18 11.06
H 5.17 -7.50 11.43
H 7.85 -7.58 11.78
H 8.50 -6.46 10.57
H 9.01 -8.16 10.57
H 8.88 -6.66 7.76
H 7.82 -5.59 6.81
H 8.32 -7.15 6.15
C -1.98 7.88 -9.84
O -1.04 7.45 -8.85
P -1.11 8.26 -7.45
O -2.53 8.45 -7.12
O -0.42 9.63 -8.02
C 0.69 9.56 -8.93
O -0.35 8.34 -6.01
C 0.89 7.62 -5.83
H -1.59 7.55 -10.80
H -2.95 7.43 -9.67
H -2.07 8.97 -9.84
H 0.35 9.80 -9.94
H 1.15 8.57 -8.94
H 1.43 10.29 -8.62
H 1.63 7.95 -6.57
H 0.73 6.55 -5.94
H 1.27 7.82 -4.84
```

Molecular weight   1053.0 g mol⁻¹
HOMO energy   -4.84 eV
2S+1   1
Total charge   -1

These are the Mulliken partial charges, in e, on atoms 1 to 5: number 1, C, carries -1.199; number 2, C, carries -1.299; number 3, C, carries -0.204; number 4, N, carries 0.028; number 5, C, carries 0.429